96
Properties=species:S:1:pos:R:3:forces:R:3:mulliken_charge:R:1 method="wB97M-V/def2-TZVPD" lumo_ev=-5.56 total_energy_ev=-70828.84968 total_charge=+1 largest_force_ev_per_a=5.1 orbital_gap_ev=6.48
C 2.664 -2.721 -0.520 0.0690 -0.9163 -1.2473 -0.819
Si 2.810 -1.088 0.495 0.4680 0.2245 1.1565 0.820
C 4.672 -0.878 1.057 0.8759 0.5541 -0.5338 -1.085
C 1.805 -1.289 2.164 -0.6771 0.4037 0.6787 -0.524
O 2.204 0.332 -0.346 -1.5951 -2.6195 0.5189 -0.229
C 0.776 0.138 -0.762 0.4117 1.2429 -0.8183 0.185
C -0.192 1.129 0.115 -0.7903 0.3965 -1.4157 -0.219
C -1.730 0.516 0.352 0.9286 1.9726 2.0491 -0.175
C -1.859 -0.246 1.795 -0.9123 -0.4277 1.0257 -0.573
C -1.848 -1.882 1.733 0.6279 0.8842 0.6980 -0.437
N -2.882 -2.270 0.655 3.9402 0.5763 -3.1572 -0.260
C -2.218 -1.755 -0.638 -1.6524 0.1036 1.4078 -0.102
N -1.650 -2.620 -1.564 -1.4750 1.5474 1.8509 -0.062
N -2.234 -0.258 -0.843 -1.1543 -2.4723 0.1796 -0.271
H 3.695 -2.872 -1.070 -2.0925 0.1892 0.9143 0.328
H 2.481 -3.690 0.130 0.3279 2.0773 -1.2291 0.285
H 1.827 -2.655 -1.356 1.6761 -0.2964 1.5834 0.042
H 5.089 0.173 0.715 -0.7699 -2.0340 0.7986 0.245
H 5.369 -1.690 0.538 -1.4804 1.6663 1.2862 0.303
H 4.737 -0.940 2.227 0.0116 0.0424 -2.3520 0.301
H 1.207 -2.295 2.224 1.2093 1.8461 0.0435 0.163
H 2.518 -1.183 3.103 -1.5527 -0.3440 -1.9548 0.418
H 1.042 -0.404 2.216 1.3156 -1.6413 0.1063 -0.218
H 0.461 -0.989 -0.767 0.5087 2.0061 0.3148 -0.380
H 0.745 0.504 -1.896 -0.0736 -0.9470 2.4441 0.211
H -0.367 2.099 -0.558 0.5088 -2.0815 1.4899 0.340
H 0.305 1.512 1.103 -1.0281 -1.0880 -1.7679 -0.268
H -2.419 1.488 0.429 1.4779 -2.2868 -0.1858 0.463
H -1.060 0.076 2.600 -1.4881 -0.4211 -1.9654 0.334
H -2.913 0.066 2.253 2.2273 -0.8551 -0.9584 0.379
H -0.821 -2.335 1.336 -1.9333 1.0978 1.4507 0.203
H -2.136 -2.346 2.795 0.5807 1.0189 -2.5653 0.316
H -2.952 -3.311 0.648 0.1321 0.8995 -0.4218 0.374
H -0.915 -3.273 -1.193 -1.6540 0.1054 -0.7917 0.261
H -1.965 -2.570 -2.564 1.3438 0.3117 1.1954 0.254
H -3.217 0.082 -1.065 1.5197 -0.9048 0.3784 0.405
C 0.137 3.774 6.640 -0.1293 0.2800 0.6329 -0.604
O 0.363 3.177 5.365 0.5923 0.4100 -1.0040 -0.289
C 1.086 3.944 4.510 0.1468 0.5299 0.3695 0.621
O 1.535 5.055 4.748 -0.6631 -1.8188 -0.4340 -0.550
O 1.224 3.261 3.346 -0.2926 0.2360 0.8680 -0.098
C 1.969 3.952 2.345 0.3568 0.3047 -0.4191 -0.547
H -0.450 3.074 7.241 0.1326 -0.0426 -0.3632 0.220
H 1.086 3.956 7.155 -0.1838 0.1167 -0.1811 0.294
H -0.434 4.702 6.537 0.2660 -0.0805 0.0048 0.265
H 2.992 4.142 2.687 -0.2539 0.1003 -0.0342 0.329
H 1.472 4.888 2.070 0.1778 -0.0881 0.1717 0.316
H 2.017 3.314 1.458 -0.1127 -0.0823 0.2931 0.021
C -0.751 -8.649 -4.012 -0.0529 -0.6334 0.3688 -0.535
O -0.530 -7.543 -4.884 0.4465 1.3320 0.4314 -0.315
C -0.116 -6.412 -4.258 0.0200 -0.3699 -0.0018 0.853
O 0.071 -6.284 -3.058 -0.3520 0.0420 -1.4010 -0.587
O 0.055 -5.449 -5.199 -0.2058 -0.6631 0.7271 -0.324
C 0.493 -4.194 -4.681 0.2924 0.2637 -0.0667 -0.238
H -1.079 -9.498 -4.618 0.0921 0.3782 -0.1060 0.226
H 0.175 -8.929 -3.500 -0.2168 0.1654 0.0033 0.295
H -1.540 -8.418 -3.288 0.3144 -0.0550 -0.0672 0.234
H 1.469 -4.296 -4.196 -0.2618 0.0011 0.0736 0.309
H -0.246 -3.785 -3.984 0.1389 -0.1276 0.0300 -0.187
H 0.596 -3.500 -5.519 -0.1253 -0.3643 0.0160 0.318
C 4.349 1.551 -2.032 -0.1294 -0.1720 0.3428 -0.324
O 4.570 2.657 -2.904 0.3816 0.9440 0.2484 -0.351
C 4.984 3.788 -2.278 0.1156 0.1593 0.3023 0.730
O 5.171 3.916 -1.078 -0.3137 -0.2264 -1.6389 -0.559
O 5.155 4.751 -3.219 -0.2367 -1.0019 0.6533 -0.327
C 5.593 6.006 -2.701 0.1997 0.5415 0.1726 -0.602
H 4.021 0.702 -2.638 0.0647 0.3319 -0.1250 0.245
H 5.275 1.271 -1.520 -0.1537 0.1396 0.0166 0.285
H 3.560 1.782 -1.308 0.3914 -0.0127 -0.1538 0.094
H 6.569 5.904 -2.216 -0.2692 -0.0165 0.0486 0.288
H 4.854 6.415 -2.004 0.2156 -0.1574 -0.0064 0.286
H 5.696 6.700 -3.539 -0.1123 -0.3808 -0.0013 0.221
C 0.513 8.005 4.396 0.4843 -0.0438 -0.4343 -0.583
O -0.166 8.236 5.628 -1.0170 0.5344 0.1165 -0.290
C -1.320 8.940 5.506 -0.0991 0.1642 -0.3841 0.757
O -1.793 9.367 4.465 0.6453 -0.6346 1.4898 -0.543
O -1.857 9.085 6.744 0.5590 -0.2404 -0.8765 -0.301
C -3.084 9.811 6.770 -0.4600 0.2884 0.0487 -0.613
H 1.421 7.435 4.612 -0.3734 0.1325 0.2247 0.161
H -0.110 7.415 3.716 0.0478 0.2313 0.0688 0.253
H 0.804 8.953 3.932 -0.2594 -0.1354 0.0074 0.377
H -3.851 9.294 6.185 0.1918 0.1858 -0.0329 0.284
H -2.937 10.831 6.400 -0.0643 -0.2532 -0.0865 0.289
H -3.422 9.867 7.808 0.3230 -0.1676 -0.1408 0.221
C -7.600 -7.786 -5.677 -0.4745 0.0276 -0.4655 -0.607
O -6.624 -7.941 -4.648 1.1657 0.6703 0.1638 -0.312
C -5.550 -7.121 -4.770 -0.3219 0.1965 -0.6009 0.714
O -5.371 -6.300 -5.656 -0.1610 -1.1390 1.3925 -0.543
O -4.710 -7.372 -3.735 -0.5155 0.1350 -0.5229 -0.302
C -3.526 -6.575 -3.733 0.2716 0.1419 -0.0344 -0.665
H -8.413 -8.490 -5.480 0.3401 0.0632 0.2077 0.223
H -8.013 -6.772 -5.668 0.2046 -0.1484 -0.1021 0.288
H -7.170 -8.023 -6.656 -0.0345 0.2054 0.1824 0.291
H -3.776 -5.513 -3.647 -0.0020 -0.1204 -0.1981 0.319
H -2.934 -6.763 -4.634 -0.2119 0.1953 0.0683 0.302
H -2.929 -6.860 -2.863 -0.3507 -0.1033 -0.0694 0.260



94
Properties=species:S:1:pos:R:3:forces:R:3:mulliken_charge:R:1 method="wB97M-V/def2-TZVPD" lumo_ev=-2.15 total_energy_ev=-60329.97904 de_lowest_kcal_mol=122.9 largest_force_ev_per_a=9.8 orbital_gap_ev=7.04
C -2.556 2.288 -2.324 -2.8907 -4.9762 5.7691 -0.637
C -3.929 1.687 -2.588 -1.1823 2.0246 -4.7606 0.561
O -4.467 1.736 -3.729 1.4605 -0.9014 5.7743 -0.545
N -4.701 1.081 -1.365 1.4887 0.1175 -1.4145 0.081
H -4.107 0.302 -1.223 1.1886 -2.7286 -0.2612 -0.164
H -4.396 1.399 -0.431 -1.0160 1.6110 -0.1821 0.527
C -6.067 0.570 -1.666 0.2968 1.1367 3.0995 -0.833
H -2.451 3.200 -2.666 0.3358 4.4522 -1.8355 0.802
H -1.832 1.625 -2.609 1.8024 -1.7193 -1.7737 0.053
H -2.246 2.208 -1.164 -2.0085 -0.3066 -3.3758 -0.393
H -6.000 -0.029 -2.489 0.6021 -2.2858 -1.8387 0.372
H -6.556 1.416 -2.133 -1.0806 0.2745 1.1033 0.398
H -6.376 -0.010 -0.706 -0.2362 1.4674 -1.9764 0.306
C -1.556 -0.979 2.280 1.0668 -4.7589 2.0199 -0.945
C -0.405 -0.927 1.341 4.7233 -3.0835 1.1522 1.033
O 0.544 -1.754 1.493 -3.5524 4.6994 -1.4971 -0.530
N -0.493 0.049 0.037 0.6391 -0.9220 1.1527 0.879
H -0.764 -0.809 -0.611 -0.0849 2.3244 1.0041 -0.195
H -1.071 0.958 0.184 0.1970 -1.4361 0.0915 0.450
C 0.716 0.404 -0.727 3.1860 -1.3208 -0.3555 0.773
H -2.120 -0.125 2.263 -2.1322 1.6249 -0.3810 0.408
H -1.216 -1.136 3.404 -0.0274 0.4264 -2.4690 0.221
H -2.055 -2.108 2.012 0.8707 3.6875 0.7763 0.002
H 0.277 0.724 -1.747 1.0561 0.0708 2.4518 -0.900
H 1.376 -0.688 -1.002 -2.0724 3.6852 1.1526 -0.524
H 1.460 1.189 -0.156 -2.3072 -2.2045 -1.6982 0.203
N -1.743 3.291 0.183 -4.9132 2.4093 -3.8036 1.102
O -1.015 3.239 -0.802 3.5300 2.1603 0.4255 -0.545
O -2.727 4.127 0.144 2.1662 -0.2516 1.4150 -0.719
O -1.947 2.208 0.696 -0.2577 -2.9468 3.9470 -0.720
N -2.373 -1.715 -0.751 -2.4937 8.1375 -1.7444 1.281
O -3.081 -1.067 0.082 -2.4388 -1.5439 -0.5858 -0.764
O -2.352 -1.273 -1.942 -1.5577 -1.7203 -0.6454 -0.791
O -1.315 -2.028 -0.320 2.7808 -5.0311 0.9175 -0.825
C 3.051 3.781 0.956 1.4786 -0.3489 2.4708 -0.856
C 2.193 4.528 -0.099 2.5065 -0.3318 -2.0058 0.329
C 3.182 5.225 -1.107 0.1388 -5.1941 1.7184 -1.513
O 1.467 3.541 -0.860 -0.5029 0.2400 2.1359 -0.339
H 3.739 4.478 1.595 -1.4078 -0.7568 -1.1995 0.398
H 3.913 2.982 0.592 -2.7519 1.7979 0.3608 0.146
H 2.343 3.317 1.762 1.3420 0.3503 -1.5016 0.229
H 1.532 5.305 0.264 -0.2848 -0.1406 0.6863 0.433
H 3.898 4.399 -1.420 -0.3903 1.3963 0.3431 0.182
H 3.594 6.088 -0.783 2.1999 2.2521 2.2348 0.510
H 2.796 5.632 -1.934 -2.5349 0.6090 -3.5534 0.487
H 0.742 3.252 -0.215 1.1820 0.3658 -1.9044 0.024
C -1.623 -6.075 -0.481 -3.2780 0.3591 2.4345 -1.322
C -1.465 -4.862 0.450 -0.2729 1.4592 -0.4968 1.198
C -1.329 -5.202 1.902 5.9059 3.6780 -0.8354 -1.774
O -0.384 -4.115 -0.112 1.0485 -2.6860 1.9722 -0.443
H -2.533 -6.674 0.006 1.5812 0.9773 -1.8404 0.389
H -0.771 -6.712 -0.433 0.8173 -0.2606 0.0632 0.292
H -1.742 -5.628 -1.458 -0.4980 -0.6875 -0.4873 0.329
H -2.319 -4.046 0.585 0.6313 -2.0778 -1.3874 -0.089
H -1.570 -4.329 2.430 -0.4582 1.0836 1.1825 0.308
H -0.319 -5.484 2.331 -0.3778 0.5101 -1.2060 0.283
H -1.820 -5.953 2.226 -4.3658 -5.0861 1.7418 0.636
H -0.732 -3.393 -0.598 -0.2725 0.3424 -0.3587 0.402
C 2.117 -4.228 -3.549 -2.0150 -2.0601 0.3142 -1.695
C 1.225 -3.742 -2.369 0.3699 0.7708 0.2812 1.502
C 2.142 -2.993 -1.310 2.2998 -9.1625 -2.6066 -2.040
O 0.281 -2.814 -2.870 3.2485 -0.5256 -5.1174 -0.664
H 2.774 -3.547 -4.051 -0.1590 0.9997 -0.1341 0.355
H 1.490 -4.820 -4.292 0.7042 1.0124 0.6582 0.351
H 2.784 -4.969 -3.131 0.2393 -0.3680 0.2523 0.446
H 0.470 -4.484 -1.957 2.4528 -0.1376 -0.1711 -0.181
H 2.291 -2.095 -1.517 1.2841 7.8893 -3.2761 0.607
H 3.287 -3.416 -1.370 -2.9731 0.5228 1.0177 0.258
H 1.656 -2.862 -0.452 -1.3557 -0.8137 4.3004 0.937
H -0.303 -2.483 -2.298 -3.3474 1.6821 3.6769 0.321
C 4.111 0.420 -3.612 -5.4675 -2.0331 -4.8440 -1.862
C 3.003 1.253 -3.011 1.5699 2.5493 -2.2592 1.025
C 1.533 1.065 -3.515 2.7401 4.4863 -0.0281 -1.111
O 3.156 1.191 -1.680 0.5693 -1.6691 3.6000 -0.634
H 5.072 0.413 -3.412 4.7819 1.8326 1.2822 0.582
H 3.972 0.190 -4.773 0.3223 1.1971 2.0915 0.283
H 3.928 -0.546 -3.310 -0.9049 -2.8211 1.0630 0.336
H 3.423 2.272 -3.226 -1.4305 -0.0459 -0.7958 0.318
H 1.053 2.029 -3.227 0.0957 -0.4819 0.1553 0.188
H 0.944 0.339 -3.123 -0.8888 -2.7725 0.2589 0.369
H 1.569 1.189 -4.556 -0.2214 -0.6786 -1.6849 0.655
H 2.988 2.007 -1.216 -0.4610 0.5937 -0.2427 -0.015
C -0.745 1.306 6.231 -2.9821 4.4129 2.8730 -0.142
C -0.637 2.520 7.125 -0.7641 -3.5530 -3.1960 -0.365
C 0.733 3.120 7.571 -1.6559 -4.6530 -1.1061 0.470
O 0.778 4.121 8.177 0.2286 2.8460 1.2345 -0.477
C 1.888 2.207 7.362 -2.0083 -3.5829 -4.9204 -0.577
C 1.780 1.044 6.472 -2.9911 5.0318 4.3392 -0.446
C 0.427 0.520 5.938 2.4048 -0.8434 -1.6108 0.613
O 0.437 -0.458 5.169 -0.3088 1.6456 1.6344 -0.527
H -1.809 0.944 5.751 2.9052 1.0042 1.5353 0.230
H -1.553 3.089 7.479 1.2210 -0.8039 -0.7519 0.327
H 2.811 2.651 7.541 1.7361 0.2129 0.7904 0.405
H 2.617 0.470 6.418 2.1869 -1.7070 -0.8347 0.498